(1)
Density functional theory data (ωB97M-V/def2-TZVPD) for one molecule with the formula C4H8N2OS.

The SMILES is [H]/N=C1/NC[C@H](O)[C@@H]1S. The energy is -20139.602 eV. As for the net charge: 0.

```
16
C4H8N2OS, DFT ωB97M-V/def2-TZVPD
H 0.569 -0.991 -2.818
N -0.225 -1.120 -2.203
C -0.156 -0.668 -1.048
N -1.133 -0.895 -0.121
C -0.788 -0.553 1.204
C 0.220 0.583 1.015
O -0.404 1.871 0.985
C 1.005 0.076 -0.285
S 1.904 1.272 -1.260
H -1.639 -1.740 -0.260
H -0.165 -1.431 1.758
H -1.643 -0.164 1.738
H 0.811 0.475 2.050
H -1.135 1.679 0.344
H 1.770 -0.729 -0.073
H 1.008 2.336 -1.027
```

(2)
Density functional theory data (ωB97M-V/def2-TZVPD) for one molecule with the formula C4H8N2OS.

The SMILES is [H]/N=C/[C@@H](SN)C(C)=O. The energy is -20138.541 eV. As for the net charge: 0.

```
16
C4H8N2OS, DFT ωB97M-V/def2-TZVPD
H 3.436 0.247 -0.978
N 2.456 0.452 -0.711
C 1.819 -0.286 0.068
C 0.366 -0.128 0.248
S -0.262 -1.453 1.263
N -1.325 -2.249 0.156
C 0.093 1.266 0.804
C 0.176 2.266 -0.301
O -0.380 1.390 1.896
H 2.258 -0.994 0.748
H -0.272 -0.326 -0.744
H -1.028 -3.287 0.016
H -2.306 -2.074 0.385
H -0.395 2.060 -1.220
H 1.220 2.095 -0.671
H 0.073 3.232 -0.069
```

(3)
Density functional theory data (ωB97M-V/def2-TZVPD) for one molecule with the formula C4H8N2OS.

The SMILES is N[C@@H]1C[C@H]1ONC=S. The energy is -20134.664 eV. As for the net charge: 0.

```
16
C4H8N2OS, DFT ωB97M-V/def2-TZVPD
N 0.373 2.007 -1.709
C -0.428 0.968 -0.818
C -0.781 1.179 0.684
C 0.466 0.398 0.113
O 0.589 -0.984 -0.232
N 0.650 -1.754 0.857
C -0.251 -2.727 0.809
S -1.787 -2.792 0.034
H -0.206 2.737 -2.252
H 0.997 2.705 -1.049
H -0.935 0.038 -1.347
H -0.585 2.234 1.144
H -1.585 0.516 0.909
H 1.481 0.981 0.269
H 1.747 -1.946 1.043
H 0.254 -3.560 1.544
```

(4)
Density functional theory data (ωB97M-V/def2-TZVPD) for one molecule with the formula C4H8N2OS.

The SMILES is C[C@H]1CO/C(=N/N)S1. The energy is -20139.258 eV. As for the net charge: 0.

```
16
C4H8N2OS, DFT ωB97M-V/def2-TZVPD
C 0.713 2.004 -0.503
C 0.962 0.544 -0.783
C 1.539 -0.237 0.414
O 0.483 -0.598 1.259
C -0.614 -0.948 0.511
N -1.568 -1.574 1.150
N -2.640 -2.016 0.461
S -0.544 -0.403 -1.163
H 1.631 2.583 -0.780
H -0.104 2.421 -1.044
H 0.458 2.191 0.553
H 1.654 0.500 -1.639
H 2.078 -1.153 0.082
H 2.206 0.370 0.979
H -2.760 -1.688 -0.498
H -3.494 -1.994 1.001
```